[1]
The following is a DFT calculation (ωB97M-V/def2-TZVPD) of 2 unconnected molecules or ions with the total composition C5H10N.

Gap between HOMO and LUMO ... 9.174 eV
M ... 84.14 g mol⁻¹
Total energy ... -250.79616 hartree
LUMO ... -5.0 eV
Net charge ... +1
Relative energy (zero: lowest compared OMol25 entry of this formula, charge and spin) ... 549.07 kJ/mol

Element x y z (Å)
C 0.546 2.246 -1.893
C 0.451 1.193 -1.295
C 0.480 -1.225 -1.080
C -0.567 -0.554 1.829
C 0.431 0.103 -0.377
N -0.825 0.279 0.636
H 0.348 3.071 -2.509
H -0.451 -1.316 -1.462
H 1.296 -0.991 -1.799
H 0.539 -2.070 -0.391
H -1.141 -1.386 1.794
H 0.423 -0.897 1.870
H -0.759 -0.057 2.708
H 1.783 0.374 0.919
H -1.689 -0.055 0.289
H -0.865 1.284 0.761

Partial atomic charges computed with the natural (NBO) method, in multiples of e:
1. C -0.02
2. C -0.21
3. C -0.67
4. C -0.42
5. C 0.09
6. N -0.53
7. H 0.26
8. H 0.22
9. H 0.28
10. H 0.24
11. H 0.22
12. H 0.24
13. H 0.24
14. H 0.18
15. H 0.43
16. H 0.45

---

[2]
The following is a DFT calculation (ωB97M-V/def2-TZVPD) of a gas-phase ion, C5H10N (charge +1).

Gap between HOMO and LUMO (alpha / beta) ... 6.018 / 6.924 eV
M ... 84.14 g mol⁻¹
Total energy ... -250.65114 hartree
⟨S²⟩ ... 2.006
LUMO (alpha / beta) ... -3.3 / -9.3 eV
Net charge ... +1
2S+1 ... 3
Relative energy (zero: lowest compared OMol25 entry of this formula, charge and spin) ... 546.77 kJ/mol

Element x y z (Å)
C -0.063 1.293 -0.193
C -1.251 -0.825 -0.533
C 0.713 0.209 0.539
C -0.706 -0.579 0.822
C 1.789 -0.526 -0.175
N -1.337 0.513 -0.089
H -0.134 2.133 0.514
H 0.121 1.702 -1.272
H -0.664 -1.099 -1.486
H -2.221 -1.323 -0.459
H 0.983 0.726 1.447
H -1.117 -1.019 1.726
H 1.461 -1.373 -0.773
H 2.597 -0.792 0.487
H 2.144 0.213 -0.882
H -2.315 0.747 0.328

Partial atomic charges computed with the natural (NBO) method, in multiples of e:
1. C -0.25
2. C -0.27
3. C -0.24
4. C -0.13
5. C -0.61
6. N -0.31
7. H 0.25
8. H 0.28
9. H 0.30
10. H 0.26
11. H 0.25
12. H 0.27
13. H 0.23
14. H 0.26
15. H 0.23
16. H 0.48

---

[3]
The following is a DFT calculation (ωB97M-V/def2-TZVPD) of a single C5H10N2 molecule.

Gap between HOMO and LUMO ... 9.626 eV
M ... 98.15 g mol⁻¹
Total energy ... -305.94487 hartree
LUMO ... 1.0 eV
Relative energy (zero: lowest compared OMol25 entry of this formula, charge and spin) ... 207.38 kJ/mol
SMILES ... C=NC(=C)CCN

Element x y z (Å)
C -0.699 0.939 -1.027
C 0.659 0.640 -0.320
C 0.546 -0.614 0.491
C 1.267 -1.697 0.193
C -0.597 -0.230 2.457
N -0.637 -0.643 1.268
N -0.441 1.080 -2.478
H -1.211 1.798 -0.544
H -1.347 0.083 -0.941
H 1.512 0.639 -0.980
H 0.740 1.506 0.372
H 2.162 -1.587 -0.400
H 1.028 -2.741 0.314
H -1.441 0.159 3.037
H 0.386 0.094 2.867
H 0.073 1.953 -2.624
H -1.341 1.327 -2.887

Partial atomic charges computed with the natural (NBO) method, in multiples of e:
1. C -0.21
2. C -0.45
3. C 0.15
4. C -0.45
5. C -0.03
6. N -0.41
7. N -0.81
8. H 0.17
9. H 0.21
10. H 0.23
11. H 0.20
12. H 0.20
13. H 0.21
14. H 0.18
15. H 0.14
16. H 0.34
17. H 0.35

---

[4]
The following is a DFT calculation (ωB97M-V/def2-TZVPD) of a single C5H10N2 molecule.

Gap between HOMO and LUMO (alpha / beta) ... 7.448 / 7.448 eV
M ... 98.15 g mol⁻¹
Total energy ... -305.80677 hartree
LUMO (alpha / beta) ... 0.1 / 0.1 eV
Relative energy (zero: lowest compared OMol25 entry of this formula, charge and spin) ... 569.94 kJ/mol

Element x y z (Å)
C 2.179 -0.702 0.457
C 0.970 -0.001 0.423
C 3.396 -0.332 -0.178
C 0.951 1.345 -0.128
C -2.087 -0.656 -0.538
N -0.203 -0.479 0.985
N -1.456 -0.011 0.562
H 2.111 -1.652 0.789
H 3.412 0.781 -0.506
H 1.932 1.679 -0.314
H 0.485 1.938 0.478
H 0.620 1.287 -1.131
H -1.412 -0.669 -1.485
H -2.222 -1.729 -0.365
H -3.106 -0.297 -0.765
H -0.318 -1.400 1.357
H -1.821 0.862 1.029

Partial atomic charges computed with the natural (NBO) method, in multiples of e:
1. C -0.49
2. C 0.39
3. C -0.21
4. C -0.68
5. C -0.42
6. N -0.40
7. N -0.51
8. H 0.18
9. H 0.08
10. H 0.25
11. H 0.22
12. H 0.24
13. H 0.18
14. H 0.18
15. H 0.22
16. H 0.39
17. H 0.39

---

[5]
The following is a DFT calculation (ωB97M-V/def2-TZVPD) of a single C5H10N2 molecule.

Gap between HOMO and LUMO ... 9.576 eV
M ... 98.15 g mol⁻¹
Total energy ... -305.86515 hartree
LUMO ... 1.2 eV
Relative energy (zero: lowest compared OMol25 entry of this formula, charge and spin) ... 416.68 kJ/mol
SMILES ... C1C[C@@H]2N[C@H]2CN1

Element x y z (Å)
C 1.338 -0.554 0.082
C 0.101 -1.445 -0.148
C -0.920 -0.644 0.406
C -1.094 0.654 -0.377
C -0.091 1.596 0.274
H 2.079 -1.008 -0.682
H 1.885 -0.670 1.167
H 0.198 -2.400 0.525
H -0.014 -1.771 -1.232
H -0.824 -0.491 1.449
H -2.704 -0.333 -0.728
H -0.690 0.559 -1.446
H -0.195 1.540 1.409
H -0.140 2.604 -0.221
H 2.143 1.466 -0.329
N -2.238 0.026 0.050
N 1.166 0.874 -0.201

Partial atomic charges computed with the natural (NBO) method, in multiples of e:
1. C -0.21
2. C -0.43
3. C -0.12
4. C -0.08
5. C -0.22
6. H 0.21
7. H 0.16
8. H 0.21
9. H 0.22
10. H 0.19
11. H 0.36
12. H 0.18
13. H 0.18
14. H 0.20
15. H 0.40
16. N -0.56
17. N -0.70

---

[6]
The following is a DFT calculation (ωB97M-V/def2-TZVPD) of a single C5H10N2 molecule.

Gap between HOMO and LUMO ... 9.230 eV
M ... 98.15 g mol⁻¹
Total energy ... -305.91311 hartree
LUMO ... 1.0 eV
Relative energy (zero: lowest compared OMol25 entry of this formula, charge and spin) ... 290.75 kJ/mol

Element x y z (Å)
C -2.636 0.576 0.040
C -1.590 -0.419 -0.346
N -0.489 0.121 -0.816
C 0.668 -0.729 -1.069
C 1.643 -0.766 0.100
C 1.965 0.447 0.882
N 1.168 -0.630 1.466
H -3.569 0.329 -0.479
H -2.408 1.648 -0.104
H -2.841 0.397 1.103
H 0.239 -1.722 -1.211
H -0.354 1.132 -0.942
H 1.184 -0.423 -1.987
H 2.414 -1.526 -0.022
H 2.953 0.572 1.318
H 1.475 1.382 0.607
H 0.178 -0.391 1.460

Partial atomic charges computed with the natural (NBO) method, in multiples of e:
1. C -0.74
2. C 0.10
3. N -0.58
4. C -0.23
5. C -0.09
6. C -0.27
7. N -0.57
8. H 0.24
9. H 0.17
10. H 0.24
11. H 0.23
12. H 0.36
13. H 0.20
14. H 0.20
15. H 0.20
16. H 0.18
17. H 0.36

---

[7]
The following is a DFT calculation (ωB97M-V/def2-TZVPD) of 2 unconnected molecules or ions with the total composition C5H10N2.

Gap between HOMO and LUMO ... 10.045 eV
M ... 98.15 g mol⁻¹
Total energy ... -305.84569 hartree
LUMO ... 0.9 eV
Relative energy (zero: lowest compared OMol25 entry of this formula, charge and spin) ... 467.76 kJ/mol
SMILES ... CC1=NN1.C=CC

Element x y z (Å)
C -0.791 -2.043 1.002
C -0.499 -1.415 -0.410
C 0.561 1.409 0.431
C 1.619 0.882 -0.340
C -1.223 -0.365 -0.950
N -0.456 2.390 0.067
N -0.119 1.653 1.419
H -1.860 -2.274 1.202
H -0.482 -1.299 1.790
H 0.498 -1.641 -0.943
H 2.580 1.437 -0.032
H 1.528 1.130 -1.425
H 1.856 -0.189 -0.192
H -0.715 -0.071 -1.979
H -2.200 -0.012 -0.828
H -0.166 3.336 0.195
H -0.133 -2.928 0.994

Partial atomic charges computed with the natural (NBO) method, in multiples of e:
1. C -0.67
2. C -0.19
3. C 0.39
4. C -0.70
5. C -0.40
6. N -0.55
7. N -0.23
8. H 0.23
9. H 0.23
10. H 0.19
11. H 0.26
12. H 0.26
13. H 0.26
14. H 0.18
15. H 0.21
16. H 0.32
17. H 0.21

---

[8]
The following is a DFT calculation (ωB97M-V/def2-TZVPD) of 2 unconnected molecules or ions with the total composition C5H10N2O.

Gap between HOMO and LUMO ... 8.181 eV
M ... 114.15 g mol⁻¹
Total energy ... -381.15305 hartree
LUMO ... 0.2 eV
Relative energy (zero: lowest compared OMol25 entry of this formula, charge and spin) ... 347.58 kJ/mol
SMILES ... C/C=[NH+]\[O-].[H]/N=C/C=C

Element x y z (Å)
C 3.044 -0.850 -1.002
C 2.130 0.059 -0.681
C 2.089 0.689 0.623
C -1.879 -0.228 0.456
C -3.194 -0.854 0.153
N 1.119 1.433 0.947
N -1.397 0.732 -0.262
O -1.917 1.235 -1.296
H 3.088 -1.291 -1.982
H 3.777 -1.183 -0.284
H 1.374 0.368 -1.389
H 2.947 0.483 1.275
H -1.288 -0.561 1.297
H -3.895 -0.697 0.974
H -3.098 -1.928 0.003
H -3.593 -0.397 -0.749
H 1.176 1.855 1.870
H -0.483 1.136 0.048

Partial atomic charges computed with the natural (NBO) method, in multiples of e:
1. C -0.31
2. C -0.27
3. C 0.13
4. C -0.02
5. C -0.68
6. N -0.65
7. N -0.05
8. O -0.58
9. H 0.21
10. H 0.19
11. H 0.23
12. H 0.16
13. H 0.18
14. H 0.22
15. H 0.22
16. H 0.25
17. H 0.36
18. H 0.40